{
  "formula": "C21H23MnNO2SSe2",
  "method": "wB97M-V/def2-TZVPD",
  "energy_ev": -200582.49705,
  "multiplicity": 6,
  "total_charge": -2,
  "homo_ev": [0.76, -0.63],
  "e_lumo_ev": [4.31, 4.27],
  "species": ["Mn", "O", "C", "C", "C", "O", "C", "Se", "C", "Se", "H", "H", "H", "H", "H", "H", "H", "H", "H", "H", "S", "C", "C", "C", "C", "C", "C", "C", "C", "C", "N", "H", "H", "H", "H", "H", "H", "C", "C", "C", "C", "C", "C", "C", "H", "H", "H", "H", "H", "H", "H"],
  "xyz": [[0.214, 0.230, -0.778], [-0.787, 2.017, 0.500], [-1.401, 2.057, 1.760], [-1.758, 0.667, 2.308], [-2.532, 0.943, 3.617], [-2.965, -0.223, 4.282], [-2.704, -0.148, 1.419], [-2.535, -0.046, -0.544], [-0.500, -0.134, 2.680], [1.256, 0.462, 1.993], [-0.222, 2.790, 0.390], [-2.323, 2.667, 1.701], [-0.726, 2.516, 2.497], [-3.438, 1.528, 3.415], [-1.895, 1.538, 4.295], [-2.308, -0.908, 4.098], [-3.737, 0.156, 1.616], [-2.613, -1.211, 1.665], [-0.576, -1.169, 2.348], [-0.363, -0.123, 3.768], [4.070, 1.379, -2.988], [4.521, 0.301, -1.703], [3.454, -0.065, -0.932], [2.214, 0.490, -1.318], [2.383, 1.297, -2.445], [1.345, 2.017, -3.060], [1.503, 2.952, -4.096], [0.422, 3.655, -4.558], [-0.838, 3.417, -3.959], [-0.926, 2.476, -2.958], [0.096, 1.760, -2.499], [5.565, 0.078, -1.576], [3.562, -0.717, -0.077], [2.498, 3.091, -4.501], [0.526, 4.378, -5.360], [-1.718, 3.946, -4.301], [-1.885, 2.265, -2.495], [0.367, -1.824, -1.446], [0.350, -2.681, -0.276], [-0.842, -3.131, 0.327], [-0.818, -3.947, 1.437], [0.384, -4.380, 1.981], [1.572, -3.986, 1.376], [1.555, -3.165, 0.274], [-0.551, -1.912, -2.054], [1.255, -2.013, -2.066], [-1.790, -2.817, -0.095], [-1.753, -4.260, 1.895], [0.395, -5.020, 2.856], [2.520, -4.329, 1.776], [2.482, -2.860, -0.190]]
}


{
  "formula": "C21H23N3O3",
  "method": "wB97M-V/def2-TZVPD",
  "energy_ev": -32762.81180,
  "smiles": "COC(=O)N/N=C/c1cn(CCCOc2ccc(C)cc2)c2ccccc12",
  "homo_ev": -7.44,
  "e_lumo_ev": 0.79,
  "species": ["C", "O", "C", "O", "N", "N", "C", "C", "C", "N", "C", "C", "C", "O", "C", "C", "C", "C", "C", "C", "C", "C", "C", "C", "C", "C", "C", "H", "H", "H", "H", "H", "H", "H", "H", "H", "H", "H", "H", "H", "H", "H", "H", "H", "H", "H", "H", "H", "H", "H"],
  "xyz": [[9.205, -0.559, -0.282], [8.035, 0.245, -0.252], [6.876, -0.441, -0.059], [6.804, -1.630, 0.078], [5.844, 0.449, -0.053], [4.568, 0.055, 0.120], [3.644, 0.932, 0.111], [2.275, 0.564, 0.291], [1.787, -0.707, 0.503], [0.439, -0.685, 0.642], [-0.411, -1.833, 0.792], [-1.042, -2.237, -0.547], [-2.222, -3.190, -0.334], [-3.192, -2.664, 0.542], [-3.900, -1.551, 0.172], [-4.557, -0.885, 1.207], [-5.292, 0.253, 0.953], [-5.394, 0.766, -0.336], [-6.197, 2.003, -0.606], [-4.753, 0.089, -1.361], [-4.014, -1.058, -1.122], [0.003, 0.610, 0.503], [-1.283, 1.134, 0.553], [-1.426, 2.494, 0.378], [-0.320, 3.319, 0.163], [0.958, 2.805, 0.117], [1.134, 1.434, 0.286], [9.323, -1.095, 0.662], [9.146, -1.287, -1.094], [10.035, 0.124, -0.441], [6.067, 1.438, -0.186], [3.862, 1.999, -0.036], [2.347, -1.618, 0.571], [0.178, -2.658, 1.199], [-1.208, -1.592, 1.502], [-1.389, -1.331, -1.048], [-0.302, -2.719, -1.187], [-1.881, -4.104, 0.161], [-2.666, -3.467, -1.299], [-4.471, -1.280, 2.207], [-5.788, 0.758, 1.769], [-6.094, 2.716, 0.209], [-5.881, 2.477, -1.532], [-7.254, 1.751, -0.698], [-4.824, 0.461, -2.373], [-3.540, -1.556, -1.954], [-2.147, 0.509, 0.721], [-2.414, 2.929, 0.407], [-0.475, 4.379, 0.031], [1.806, 3.453, -0.048]]
}


{
  "formula": "C21H23N3O3",
  "method": "wB97M-V/def2-TZVPD",
  "energy_ev": -32745.33509,
  "homo_ev": -7.23,
  "e_lumo_ev": 0.46,
  "species": ["C", "H", "H", "H", "O", "C", "O", "N", "N", "C", "C", "C", "N", "C", "C", "C", "C", "C", "C", "H", "H", "H", "H", "C", "H", "C", "C", "O", "C", "C", "C", "C", "C", "C", "H", "H", "C", "H", "H", "H", "H", "H", "H", "H", "H", "H", "H", "H", "H", "H"],
  "xyz": [[-3.835, 6.324, -1.944], [-4.148, 6.285, -1.004], [-3.989, 7.373, -2.360], [-4.558, 5.689, -2.627], [-2.417, 5.727, -2.420], [-2.201, 4.459, -1.844], [-2.971, 3.784, -1.294], [-1.061, 4.061, -2.215], [-0.357, 2.887, -2.018], [-0.855, 1.963, -1.563], [-0.259, 0.656, -1.242], [1.146, 0.378, -1.659], [1.716, -0.754, -1.571], [0.431, -1.399, -0.845], [0.354, -2.821, -0.605], [-0.771, -3.137, 0.073], [-1.800, -2.189, -0.030], [-1.741, -0.944, -0.341], [-0.742, -0.497, -0.918], [-2.665, -0.262, -0.235], [-2.896, -2.724, 0.334], [-0.989, -4.202, 0.496], [1.115, -3.432, -0.443], [2.978, -1.188, -1.254], [2.727, -2.435, -1.249], [3.823, -0.374, -0.538], [3.448, -0.272, 0.818], [2.974, -1.614, 1.493], [2.071, -1.964, 2.187], [0.968, -1.053, 2.448], [-0.330, -1.689, 3.012], [-0.336, -3.094, 3.188], [0.698, -3.801, 2.995], [1.990, -3.334, 2.318], [2.776, -3.983, 2.118], [0.495, -4.868, 3.291], [-1.639, -3.629, 3.776], [-1.403, -3.444, 5.222], [-2.462, -2.945, 3.728], [-1.811, -4.631, 3.755], [-0.944, -0.815, 3.307], [1.023, -0.057, 2.524], [2.417, 0.160, 0.892], [4.118, 0.273, 1.520], [4.803, -1.081, -0.438], [4.033, 0.706, -0.998], [3.410, -1.051, -2.515], [2.004, 1.403, -2.160], [-2.043, 1.824, -1.275], [-0.441, 4.800, -2.398]]
}


{
  "formula": "C21H23N3O4",
  "method": "wB97M-V/def2-TZVPD",
  "energy_ev": -34807.34427,
  "smiles": "CCOc1ccccc1N1CCN(C(=O)/C=C/c2ccc([N+](=O)[O-])cc2)CC1",
  "homo_ev": -7.91,
  "e_lumo_ev": -0.84,
  "species": ["C", "C", "O", "C", "C", "C", "C", "C", "C", "N", "C", "C", "N", "C", "O", "C", "C", "C", "C", "C", "C", "N", "O", "O", "C", "C", "C", "C", "H", "H", "H", "H", "H", "H", "H", "H", "H", "H", "H", "H", "H", "H", "H", "H", "H", "H", "H", "H", "H", "H", "H"],
  "xyz": [[1.710, -3.926, -1.559], [2.979, -3.504, -0.822], [3.019, -2.120, -0.545], [2.333, -1.608, 0.526], [1.567, -2.367, 1.396], [0.941, -1.785, 2.488], [1.083, -0.433, 2.718], [1.833, 0.339, 1.847], [2.458, -0.214, 0.735], [3.249, 0.531, -0.157], [3.685, 1.859, 0.221], [2.693, 2.945, -0.276], [1.433, 2.308, -0.594], [0.336, 2.584, 0.152], [0.312, 3.514, 0.942], [-0.827, 1.672, 0.014], [-2.077, 2.131, 0.103], [-3.284, 1.324, 0.085], [-3.269, -0.051, 0.348], [-4.432, -0.787, 0.315], [-5.635, -0.154, 0.014], [-6.848, -0.924, -0.031], [-6.770, -2.115, 0.186], [-7.880, -0.337, -0.287], [-5.678, 1.213, -0.238], [-4.509, 1.941, -0.195], [1.518, 1.365, -1.684], [2.821, 0.540, -1.539], [1.753, -4.989, -1.781], [1.624, -3.376, -2.493], [0.825, -3.727, -0.960], [3.849, -3.674, -1.463], [3.111, -4.089, 0.096], [1.460, -3.430, 1.248], [0.352, -2.398, 3.153], [0.604, 0.034, 3.564], [1.906, 1.397, 2.040], [4.664, 2.023, -0.244], [3.819, 1.902, 1.300], [2.502, 3.698, 0.489], [3.079, 3.441, -1.173], [-0.612, 0.615, -0.048], [-2.221, 3.202, 0.163], [-2.340, -0.538, 0.601], [-4.434, -1.847, 0.519], [-6.626, 1.678, -0.459], [-4.533, 3.003, -0.388], [1.519, 1.911, -2.638], [0.645, 0.713, -1.675], [2.669, -0.478, -1.887], [3.626, 0.988, -2.127]]
}


| no. | strongest force on any atom (eV/A) |
| --- | --- |
| 1 | 2.07 |
| 2 | 1.18 |
| 3 | 16.11 |
| 4 | 1.43 |